# FH2NO2Si

A 2-piece molecular cluster, FH2NO2Si overall in a non-equilibrium geometry (ωB97M-V/def2-TZVPD, the Open Molecules 2025 dataset).

The geometry in XYZ format:
```
7
FH2NO2Si ωB97M-V/def2-TZVPD
N -1.749 -0.376 0.112
O -1.970 -0.038 -1.039
O -2.518 -0.459 1.043
F 1.544 1.484 -0.474
Si 1.311 0.019 0.042
H 1.836 -0.698 -1.081
H 1.546 0.069 1.398
```

## Properties
- F_max: 2.59 eV Å⁻¹
- HOMO level (alpha / beta): -9.8 / -8.2 eV